Entry 1:
{
  "formula": "C19H62N6O12",
  "method": "ωB97M-V with the def2-TZVPD basis set",
  "orbital_gap_ev": 9.05,
  "charge": 0,
  "relative_energy_kcal_mol": 117.8,
  "e_tot_ev": -54214.698,
  "e_lumo_ev": -0.16,
  "elements": ["N", "C", "N", "O", "H", "H", "H", "H", "N", "C", "N", "O", "H", "H", "H", "H", "N", "C", "N", "O", "H", "H", "H", "H", "C", "C", "O", "H", "H", "H", "H", "H", "H", "C", "C", "O", "H", "H", "H", "H", "H", "H", "C", "C", "O", "H", "H", "H", "H", "H", "H", "C", "C", "O", "H", "H", "H", "H", "H", "H", "C", "C", "O", "H", "H", "H", "H", "H", "H", "C", "C", "O", "H", "H", "H", "H", "H", "H", "C", "C", "O", "H", "H", "H", "H", "H", "H", "C", "O", "H", "H", "H", "H", "C", "O", "H", "H", "H", "H"],
  "xyz": [[2.8636, -4.0361, -2.2847], [1.8091, -3.8542, -1.5596], [1.9831, -3.1406, -0.5062], [0.5792, -4.3606, -1.9683], [2.7639, -4.3861, -3.2200], [3.8622, -3.9035, -1.8589], [1.1776, -2.8581, 0.1037], [2.9173, -3.0850, -0.0187], [3.1396, -1.4366, -3.5225], [2.4451, -0.4596, -3.0065], [2.1492, -0.6596, -1.7140], [2.3027, 0.7308, -3.6162], [3.3537, -1.4290, -4.5144], [3.0372, -2.3713, -3.2004], [2.1147, -1.6332, -1.3817], [1.5067, -0.0306, -1.1213], [0.5218, 0.8484, -0.2311], [0.1247, -0.0480, 0.7082], [-0.3079, -1.1753, 0.2249], [0.3056, 0.1769, 2.0880], [0.8582, 1.7063, 0.2439], [0.0072, 0.8795, -1.1040], [-0.6876, -1.8127, 0.9082], [-0.4100, -1.4546, -0.7239], [3.3035, -0.6409, 2.3925], [4.2347, 0.4533, 2.8560], [5.4086, 0.5179, 2.0764], [3.6897, -1.5806, 2.6761], [3.1397, -0.4652, 1.3345], [2.3516, -0.4771, 2.9328], [4.5430, 0.4163, 3.9364], [3.7289, 1.3727, 2.7696], [6.0615, 1.0273, 2.5853], [0.9164, -3.1738, 2.9461], [-0.4039, -2.5656, 3.2634], [-1.3536, -2.8159, 2.2410], [1.3180, -2.4497, 2.2410], [0.9271, -4.0899, 2.3724], [1.6563, -3.1026, 3.8058], [-0.3287, -1.4976, 3.4593], [-0.6828, -3.1197, 4.1457], [-2.0069, -3.3024, 2.6578], [-4.2181, 2.1247, -0.8050], [-2.7373, 1.8519, -1.1726], [-2.6941, 0.7501, -2.0895], [-4.3665, 3.0173, -0.0855], [-4.7525, 1.2114, -0.3932], [-4.7116, 2.5137, -1.7126], [-2.1130, 1.5431, -0.2954], [-2.2145, 2.6910, -1.5438], [-2.4918, 1.1071, -2.9151], [-5.0952, -1.2356, 1.1686], [-3.7736, -1.5051, 0.4881], [-3.6863, -2.8922, 0.2339], [-5.9514, -1.8254, 0.8137], [-5.4317, -0.1888, 1.2654], [-4.9196, -1.5925, 2.1737], [-2.9521, -1.0437, 1.0230], [-3.7770, -1.0300, -0.4743], [-3.0295, -2.9486, -0.4991], [-0.7411, -1.7358, -3.3148], [-1.9670, -2.4187, -2.8338], [-1.6502, -3.0581, -1.5761], [0.1486, -2.3414, -3.5371], [-0.5232, -1.0775, -2.4666], [-1.0004, -1.1291, -4.1931], [-2.2616, -3.0923, -3.6065], [-2.7383, -1.6430, -2.7814], [-0.8513, -3.5750, -1.7435], [3.0420, 2.6754, 0.2470], [1.9869, 3.0683, 1.2238], [0.8559, 3.5358, 0.5750], [3.4651, 3.5412, -0.3030], [2.6469, 2.0273, -0.5630], [3.8913, 2.3084, 0.8149], [2.3806, 3.7515, 1.9219], [1.7060, 2.3137, 1.9708], [0.4818, 4.3006, 1.0254], [-2.3248, 2.9759, -4.8019], [-0.9307, 2.3464, -4.5693], [-0.3554, 2.4773, -3.2314], [-2.6764, 2.6549, -5.8261], [-1.9812, 3.9849, -4.9126], [-3.1172, 2.8969, -4.0865], [-0.2971, 2.8252, -5.3246], [-0.8489, 1.2536, -4.7518], [0.4990, 1.9950, -3.2834], [1.2774, 1.5445, 5.0604], [2.3516, 2.3725, 5.1668], [0.6615, 1.8049, 4.2278], [0.7003, 1.4434, 5.9350], [1.6051, 0.5776, 4.8491], [1.9380, 3.2462, 5.1335], [-1.9328, 2.8646, 2.2559], [-2.3159, 3.6362, 3.3717], [-1.0935, 2.2414, 2.5352], [-1.6050, 3.4769, 1.4631], [-2.6443, 2.2427, 1.8321], [-1.7860, 4.4259, 3.5001]],
  "forces_ev_per_angstrom": [[5.12, -0.73, -0.81], [-7.76, -3.77, -2.55], [0.23, 1.50, 5.55], [5.89, 2.56, 1.66], [0.04, -0.62, 0.11], [-2.71, -0.33, -1.40], [1.00, -0.73, -0.84], [-1.52, 0.07, -0.95], [1.57, -1.90, -3.31], [-0.70, 6.98, -0.38], [-1.55, -0.12, 1.31], [-0.09, -4.70, 2.20], [-0.15, 0.60, 0.28], [-0.11, -0.11, 0.57], [0.31, 1.28, -0.48], [1.71, -0.65, -1.51], [-0.01, 1.35, 1.89], [1.43, 1.88, 5.87], [-0.55, -1.81, 1.34], [-1.05, -0.92, -7.03], [-1.00, -0.66, -1.32], [-0.28, 0.60, 0.16], [-0.54, -0.37, 0.06], [-0.33, 0.26, -0.73], [-0.38, 1.71, 1.04], [0.66, -0.25, 1.43], [0.97, -0.03, -0.21], [0.46, -1.34, -0.20], [-0.11, -0.46, -0.29], [0.35, -0.21, -0.53], [-0.57, -0.49, -0.70], [-0.86, 1.33, -0.09], [-0.31, -0.30, -0.44], [2.20, 1.82, -0.60], [-0.16, -1.04, 1.31], [1.95, 1.34, -0.95], [0.65, 0.14, -0.34], [-0.35, -0.69, 0.59], [-1.05, -0.55, -0.90], [0.07, -0.09, 0.00], [-0.87, 0.26, 0.69], [-2.39, -1.45, 0.52], [-0.18, 1.14, 0.76], [-0.77, -1.61, 1.79], [-0.29, -0.56, 2.02], [0.54, -1.54, -0.72], [0.75, 1.17, -0.65], [-0.05, -0.60, 0.18], [-0.80, 0.12, -0.36], [0.28, 1.09, -0.76], [0.62, 0.79, -2.19], [-0.37, -0.07, 1.10], [-1.40, 0.38, -1.29], [0.85, 0.07, -0.04], [0.49, 0.12, -0.43], [0.50, -0.29, -0.25], [-0.36, -0.02, 0.68], [0.35, -0.31, 0.56], [0.06, 0.62, -0.72], [-0.28, -0.61, 0.72], [0.54, 1.33, -0.08], [0.54, -0.27, 0.02], [-1.55, 1.12, -0.80], [-0.52, -0.12, 0.10], [0.53, 0.46, -0.65], [0.32, 0.03, 0.18], [-0.61, -1.15, -0.22], [-0.04, -0.40, 0.82], [0.61, -0.69, 0.12], [0.58, 0.48, -1.09], [0.50, -0.51, 1.30], [-1.19, 1.09, -0.75], [-0.54, -0.09, 0.39], [0.67, -0.04, 0.74], [0.07, -0.77, -0.30], [0.71, 1.69, 0.53], [-0.06, -0.89, -0.65], [0.06, -0.24, -0.08], [1.60, -0.38, -1.38], [0.47, -1.72, 0.50], [-0.31, 0.26, -0.89], [0.28, 0.20, 1.15], [-0.85, 1.08, 0.08], [-0.22, -0.29, 0.57], [0.18, -0.07, 0.26], [-0.55, 0.45, -0.35], [-0.24, 0.27, -0.01], [-1.04, -0.94, -0.82], [1.16, 2.10, 0.26], [-0.79, 0.23, -0.61], [-0.91, 0.26, 1.38], [0.79, -1.75, -0.42], [0.79, 0.08, 0.17], [2.40, 0.78, 1.13], [-1.28, -0.06, 0.60], [0.30, -0.41, -0.07], [0.42, 0.92, -1.13], [-2.12, -1.01, -0.05], [0.15, -0.22, -0.41]],
  "mulliken_charge": [-0.464, 0.268, -0.179, -0.745, 0.294, 0.272, -0.185, 0.303, -0.323, 0.421, 0.262, -0.763, 0.314, 0.263, 0.296, -0.219, 1.086, -0.333, 2.167, -0.643, -0.512, -0.076, 0.715, -1.728, 0.042, -0.646, -0.562, 0.577, -0.141, -0.221, 0.457, 0.058, 0.341, 0.007, -0.470, -0.671, -0.695, 0.408, 0.323, 0.023, 0.596, 0.359, -1.072, 0.769, -0.349, 0.316, 0.078, 0.388, -0.987, 0.634, 0.095, -1.647, 1.058, -0.702, 0.303, 0.333, 0.405, -0.098, -0.139, 0.508, -0.137, -0.572, -0.500, 0.248, -0.360, 0.533, 0.356, 0.228, 0.315, -0.489, -0.774, -0.594, 0.338, -0.160, 0.325, 0.707, 0.002, 0.369, -1.034, -0.224, -0.433, 0.271, 0.369, 0.323, 0.496, 0.096, 0.156, -0.353, -0.545, -0.072, 0.547, 0.127, 0.330, -0.422, -0.609, 0.196, 0.251, 0.217, 0.307]
}

=====

Entry 2:
{
  "formula": "C19H67N17O13",
  "method": "ωB97M-V with the def2-TZVPD basis set",
  "orbital_gap_ev": 8.76,
  "charge": 0,
  "e_tot_ev": -72737.988,
  "e_lumo_ev": -0.12,
  "elements": ["C", "C", "C", "O", "C", "N", "H", "H", "H", "H", "H", "H", "H", "H", "H", "H", "H", "C", "C", "C", "O", "C", "N", "H", "H", "H", "H", "H", "H", "H", "H", "H", "H", "H", "C", "C", "C", "O", "C", "N", "H", "H", "H", "H", "H", "H", "H", "H", "H", "H", "H", "O", "H", "H", "O", "H", "H", "O", "H", "H", "C", "O", "N", "N", "H", "H", "H", "H", "C", "O", "N", "N", "H", "H", "H", "H", "C", "O", "N", "N", "H", "H", "H", "H", "C", "O", "N", "N", "H", "H", "H", "H", "C", "O", "N", "N", "H", "H", "H", "H", "C", "O", "N", "N", "H", "H", "H", "H", "C", "O", "N", "N", "H", "H", "H", "H"],
  "xyz": [[-0.3549, -6.4688, 3.9104], [0.5437, -5.2997, 4.3514], [0.0066, -4.4150, 5.4368], [0.8273, -3.2874, 5.7556], [1.0141, -2.3464, 4.6121], [1.7885, -5.7786, 4.8287], [-1.3719, -6.4092, 4.2980], [0.0666, -7.4246, 4.2218], [-0.5408, -6.4536, 2.8365], [0.7973, -4.7166, 3.4661], [-0.2807, -4.8880, 6.3759], [-0.9739, -4.0451, 5.1370], [1.4409, -1.4124, 4.9777], [0.1460, -2.0047, 4.0483], [1.7259, -2.8589, 3.9650], [1.6057, -6.5010, 5.5106], [2.2031, -5.0506, 5.3927], [1.1894, 1.1242, -7.6623], [1.8530, 1.2696, -6.2146], [2.9727, 2.3816, -6.0223], [2.5190, 3.7773, -6.0121], [2.5443, 4.3402, -4.6705], [0.9013, 1.3345, -5.1132], [0.4060, 0.3754, -7.7798], [1.9663, 0.9491, -8.4065], [0.7181, 2.0883, -7.8531], [2.3631, 0.3135, -6.0974], [3.7706, 2.3431, -6.7639], [3.5369, 2.0913, -5.1360], [1.8301, 3.9001, -3.9745], [2.2749, 5.3937, -4.7465], [3.6158, 4.3349, -4.4706], [1.4161, 1.4440, -4.2511], [0.3501, 2.1754, -5.2087], [-6.8089, 5.9109, 2.5993], [-5.8215, 7.1095, 2.4909], [-4.7818, 6.7075, 1.4793], [-3.9035, 5.6040, 1.8025], [-2.6677, 5.8221, 1.1674], [-6.6357, 8.2779, 2.1940], [-7.4209, 5.7592, 1.7102], [-7.5556, 6.1471, 3.3575], [-6.1298, 5.0862, 2.8156], [-5.3849, 7.1943, 3.4860], [-4.2435, 7.6028, 1.1681], [-5.3570, 6.3569, 0.6224], [-2.2398, 6.8223, 1.2345], [-2.8190, 5.4481, 0.1548], [-1.9151, 5.2158, 1.6715], [-6.9449, 8.2165, 1.2344], [-7.4954, 8.2759, 2.7242], [-2.6958, -2.0291, -5.5471], [-2.8024, -1.8532, -4.6123], [-1.7561, -2.1737, -5.6585], [7.1274, 2.7239, -1.4805], [7.4120, 1.8217, -1.3349], [7.7982, 3.0980, -2.0517], [1.7005, -4.3552, -4.5810], [1.5316, -3.8701, -3.7733], [1.4901, -5.2634, -4.3640], [4.8617, -7.9217, 0.3114], [5.4958, -7.8485, -0.7286], [4.7606, -9.0639, 0.9362], [4.2919, -6.9396, 0.9156], [5.4290, -9.8040, 0.7762], [4.3897, -9.0024, 1.8736], [4.3209, -6.0081, 0.5264], [3.8113, -6.9650, 1.8035], [4.0735, 5.5501, 2.0324], [4.0230, 4.3394, 2.3349], [3.3078, 6.4349, 2.5901], [4.8216, 6.0052, 1.0814], [2.5362, 6.1824, 3.1909], [3.2416, 7.3981, 2.2932], [4.9317, 7.0079, 1.1327], [5.4972, 5.3826, 0.6617], [-4.5913, -3.6431, -0.9180], [-3.9537, -2.6645, -1.3221], [-4.7296, -3.9189, 0.3437], [-5.0929, -4.6058, -1.6523], [-5.3632, -4.6511, 0.6310], [-4.3921, -3.1746, 0.9371], [-5.7502, -5.1305, -1.0932], [-5.1295, -4.4977, -2.6558], [1.2615, -0.8553, -0.4276], [1.3790, -1.9795, -0.9524], [2.2065, -0.0080, -0.2550], [0.1429, -0.1795, -0.4774], [3.1703, -0.2909, -0.3603], [2.0672, 0.9648, -0.0219], [-0.5985, -0.8219, -0.7176], [-0.0697, 0.7886, -0.2833], [-3.9393, 0.5663, 4.8071], [-4.2467, -0.1839, 3.9038], [-4.3032, 0.4315, 6.0400], [-3.2339, 1.6487, 4.6483], [-4.6818, -0.4554, 6.3405], [-4.3097, 1.3129, 6.5331], [-3.1207, 2.3125, 5.4011], [-2.9283, 1.8989, 3.7187], [-7.1921, 1.4938, -0.9929], [-8.0670, 2.3723, -1.0552], [-7.0220, 0.6452, -1.9711], [-6.2188, 1.3713, -0.1505], [-7.6067, 0.8001, -2.7799], [-6.2120, 0.0475, -2.0530], [-6.0560, 2.0564, 0.5736], [-5.7699, 0.4669, -0.1735], [8.7546, -2.7622, -2.8967], [8.8973, -1.5579, -2.7778], [9.7056, -3.6116, -3.1553], [7.7075, -3.4912, -2.5320], [10.6173, -3.1863, -3.2445], [9.4989, -4.5683, -3.4048], [6.9994, -3.1287, -1.9097], [7.8255, -4.4898, -2.6267]],
  "forces_ev_per_angstrom": [[-0.55, 0.45, 0.01], [-0.28, -0.12, -0.23], [-2.17, 1.69, -0.30], [-0.27, 0.96, -1.24], [0.66, -1.04, 1.06], [1.99, -1.30, 0.41], [0.01, 0.11, 0.47], [0.00, 0.02, -0.16], [0.48, -0.20, -0.08], [-0.45, 0.33, -0.02], [0.83, -0.55, 0.12], [-0.33, 0.40, -0.43], [0.27, -0.37, 0.43], [-0.57, -0.77, 0.22], [-0.03, 0.47, -0.35], [0.04, -0.42, 0.10], [0.40, 0.32, -0.09], [0.40, 1.48, 1.49], [0.56, -0.25, -0.89], [-0.47, 0.09, -1.01], [-0.55, -1.43, 1.03], [0.59, 0.43, -1.86], [-0.45, 0.07, -0.48], [0.24, -0.20, 0.55], [0.01, 0.07, 0.08], [-0.03, 0.09, -0.42], [0.42, 0.01, 0.21], [-0.31, -0.11, -0.62], [-0.36, 0.37, 0.66], [0.47, -0.47, 0.12], [-0.15, 0.01, -0.29], [-0.18, -0.23, 1.27], [0.05, -0.15, 0.21], [-0.24, 0.18, -0.03], [0.81, 0.48, 0.40], [-2.10, -2.05, 1.22], [-0.33, 0.26, -1.22], [-0.63, 1.99, 1.23], [0.43, -1.24, 0.05], [1.07, 0.99, -0.86], [0.51, -0.10, -0.42], [0.29, -0.45, 0.52], [-0.84, -0.69, 0.23], [0.27, 0.35, 0.01], [0.43, -0.07, 0.05], [-0.04, 0.19, -0.51], [-0.57, 0.33, -0.23], [0.68, 0.43, -0.41], [-0.11, -0.41, -0.06], [0.01, 0.10, -0.32], [0.13, -0.17, 0.33], [-0.25, -0.04, -0.20], [-0.03, 0.04, 0.30], [0.28, -0.02, -0.04], [-0.24, 0.23, 0.12], [0.08, -0.30, 0.02], [0.16, 0.06, -0.16], [0.04, 0.05, -0.27], [-0.02, 0.23, 0.29], [-0.03, -0.23, 0.03], [2.54, -0.96, -2.80], [0.25, 0.71, -0.91], [-0.70, -3.49, 2.67], [-2.34, 4.76, 1.89], [-0.19, 0.36, -0.27], [0.13, -0.50, -0.08], [0.12, -0.39, -0.26], [0.16, -0.41, -0.21], [-0.69, -5.63, 1.07], [0.03, 1.07, -0.15], [-3.12, 3.41, 2.41], [2.26, 1.75, -2.42], [0.52, -0.47, -0.08], [0.25, -0.28, -0.18], [0.71, -0.27, -0.80], [0.02, 0.36, 0.12], [2.38, 2.34, -1.80], [-0.47, -0.16, -0.13], [-0.13, 0.36, 3.81], [-1.28, -1.66, -1.88], [0.39, 0.50, 0.58], [-0.37, -0.47, 0.51], [-0.20, -0.55, -1.41], [-0.32, -0.21, 0.30], [-0.23, -1.75, -4.04], [0.01, 0.22, 1.81], [6.03, 2.38, 1.67], [-5.29, -0.60, 0.26], [-0.23, -0.03, 0.09], [-0.06, -0.43, 0.06], [-0.60, 0.65, 0.02], [0.39, -0.49, 0.12], [-0.78, -1.42, -2.53], [0.16, -1.05, -0.91], [-1.23, -0.68, 3.83], [2.40, 3.53, -1.40], [-0.27, 0.65, 0.22], [-0.36, -0.98, 0.90], [0.28, -0.14, -0.46], [-0.21, 0.08, 0.30], [-2.45, 3.32, -1.56], [0.60, -0.58, 0.80], [-0.77, -2.73, -3.54], [2.52, -0.01, 3.60], [0.16, -0.34, 0.16], [-0.26, 0.24, -0.16], [-0.15, -0.52, 0.02], [0.43, 0.55, 0.70], [-0.78, 1.51, 2.03], [-0.20, 0.38, -0.29], [4.31, -1.23, -1.80], [-3.42, -0.68, 0.48], [-0.01, -0.62, -0.49], [0.66, 0.38, 0.04], [0.07, -0.07, -0.48], [-0.68, 0.35, 0.55]],
  "mulliken_charge": [-1.375, 0.661, -0.829, -0.402, -0.723, -0.679, 0.350, 0.344, 0.293, 0.219, 0.358, 0.390, 0.288, 0.313, 0.292, 0.241, 0.268, -1.347, 0.410, -0.801, -0.371, -0.629, -0.626, 0.338, 0.335, 0.310, 0.245, 0.449, 0.407, 0.225, 0.254, 0.317, 0.225, 0.259, -1.355, 0.341, -0.634, -0.247, -0.776, -0.727, 0.360, 0.380, 0.308, 0.228, 0.385, 0.283, 0.329, 0.319, 0.245, 0.275, 0.284, -0.636, 0.312, 0.320, -0.635, 0.324, 0.314, -0.637, 0.329, 0.310, 0.594, -0.674, -0.396, -0.286, 0.238, 0.182, 0.200, 0.132, 0.620, -0.691, -0.384, -0.375, 0.231, 0.162, 0.186, 0.248, 0.639, -0.663, -0.390, -0.398, 0.163, 0.235, 0.167, 0.247, 0.789, -0.699, -0.378, -0.396, 0.197, 0.141, 0.193, 0.154, 0.732, -0.663, -0.413, -0.391, 0.220, 0.170, 0.153, 0.191, 0.710, -0.690, -0.381, -0.293, 0.210, 0.150, 0.174, 0.123, 0.656, -0.645, -0.409, -0.343, 0.211, 0.178, 0.196, 0.157]
}